{
  "formula": "C38H33BrN6O2PRe",
  "method": "ωB97M-V/def2-TZVPD",
  "spin_multiplicity": 2,
  "homo_energy_ev": [-15.8, -15.7],
  "total_charge": 3,
  "lumo_energy_ha": [-0.3818, -0.3957],
  "total_energy_ev": -134415.5359,
  "species": ["Re", "Br", "C", "C", "C", "C", "O", "C", "C", "N", "C", "C", "C", "C", "C", "C", "C", "C", "N", "C", "C", "H", "H", "H", "H", "H", "H", "H", "H", "H", "H", "N", "P", "C", "C", "C", "C", "C", "C", "C", "C", "C", "C", "C", "C", "C", "C", "C", "C", "C", "N", "H", "H", "H", "H", "H", "H", "H", "H", "H", "H", "H", "H", "H", "H", "H", "N", "C", "N", "C", "C", "O", "C", "C", "H", "H", "H", "H", "H", "H", "H", "H"],
  "coordinates": [[0.90630, 0.20649, -0.01921], [6.32947, 4.61094, -3.09897], [4.92264, 3.41941, -2.64474], [4.03703, 2.97253, -3.64791], [2.97829, 2.17479, -3.32343], [2.75395, 1.71287, -1.99142], [1.76504, 0.94457, -1.74546], [3.72757, 2.10088, -0.99599], [3.80837, 1.40679, 0.24154], [2.93216, 0.56405, 0.70515], [3.36542, -0.45796, 1.55986], [4.35836, -0.37715, 2.51378], [4.78386, -1.52773, 3.18648], [4.27759, -2.76327, 2.86384], [3.27591, -2.89252, 1.87269], [2.74716, -4.12379, 1.42817], [1.76461, -4.12518, 0.46702], [1.29342, -2.91092, -0.03826], [1.78466, -1.74031, 0.32186], [2.77581, -1.71460, 1.25870], [4.76990, 2.97295, -1.34564], [4.20970, 3.27140, -4.67033], [2.29382, 1.84899, -4.08931], [4.77301, 1.47581, 0.74232], [4.81519, 0.56858, 2.75817], [5.53986, -1.41874, 3.94801], [4.63734, -3.65116, 3.36052], [3.11759, -5.04459, 1.84930], [1.34143, -5.04173, 0.08707], [0.48378, -2.90378, -0.75494], [5.47301, 3.27061, -0.58169], [-2.06879, 1.09959, -0.39634], [-1.13370, 0.04050, -1.37994], [-1.34134, 0.83285, -2.99578], [-2.05937, 0.19932, -4.00734], [-2.42855, 0.92138, -5.12913], [-2.08509, 2.26020, -5.24463], [-1.32989, 2.87612, -4.25466], [-0.95098, 2.16697, -3.13130], [-1.98509, -1.54116, -1.49064], [-1.26706, -2.48789, -2.22959], [-1.78739, -3.75187, -2.42913], [-3.04149, -4.05952, -1.92003], [-3.76901, -3.11019, -1.21863], [-3.23604, -1.85383, -0.97436], [-1.43197, 2.16999, 0.20976], [-2.16018, 3.26949, 0.67449], [-1.49682, 4.30474, 1.29964], [-0.11460, 4.22995, 1.46029], [0.53994, 3.11615, 0.98812], [-0.09333, 2.11260, 0.36332], [-3.02059, 1.29403, -0.69916], [-2.33519, -0.84164, -3.91770], [-2.99986, 0.44011, -5.90819], [-2.40420, 2.82458, -6.10717], [-1.05276, 3.91333, -4.35436], [-0.35890, 2.63761, -2.35578], [-0.31848, -2.20131, -2.67072], [-1.22588, -4.48575, -2.98325], [-3.46400, -5.03594, -2.08503], [-4.75908, -3.35401, -0.86301], [-3.80396, -1.12295, -0.41802], [-3.22969, 3.29883, 0.53314], [-2.04060, 5.16949, 1.64508], [0.42823, 5.02178, 1.94884], [1.61171, 3.01336, 1.09346], [-0.22183, -0.37701, 1.52924], [-1.14903, -0.71729, 2.15858], [-2.16784, -1.14821, 2.79520], [-2.07029, -2.15492, 3.84233], [-2.56617, -1.52961, 5.16014], [-3.87543, -1.07212, 4.99528], [-3.96723, -0.05681, 4.04285], [-3.49754, -0.56819, 2.66505], [-1.04773, -2.51415, 3.93812], [-2.73856, -2.98027, 3.58172], [-1.90012, -0.70772, 5.45885], [-2.58809, -2.28689, 5.94480], [-3.35816, 0.80914, 4.33826], [-5.01842, 0.23416, 4.01106], [-3.48801, 0.23545, 1.93251], [-4.17384, -1.36071, 2.33660]]
}